# 1
Molecular formula: C18H72ClN36O22
Method: DFT, ωB97M-V/def2-TZVPD

Results
energy above the lowest of the compared OMol25 structures with the same formula, charge and spin = 0.0 kcal/mol
total energy = -131052.92798 eV
charge = -1
frontier orbital gap = 7.63 eV

Positions of all 149 atoms, in Å:
Cl  0.981  -4.599  -30.937
O  1.427  -5.617  -30.011
O  1.873  -3.501  -30.834
O  1.118  -5.027  -32.261
O  -0.386  -4.249  -30.688
C  1.046  -2.392  -34.927
O  2.097  -2.946  -35.104
N  0.543  -1.616  -35.848
N  0.439  -2.208  -33.832
H  -0.347  -1.169  -35.681
H  0.858  -1.824  -36.785
H  -0.538  -1.980  -33.950
H  0.698  -2.680  -32.977
C  1.025  -8.811  -32.213
O  0.722  -9.929  -32.536
N  0.344  -8.115  -31.427
N  2.168  -8.263  -32.515
H  0.550  -7.126  -31.416
H  -0.566  -8.437  -31.131
H  2.118  -7.259  -32.418
H  2.808  -8.748  -33.128
C  3.948  -1.012  -31.566
O  4.945  -1.223  -30.817
N  3.945  -1.164  -32.741
N  2.806  -0.368  -31.194
H  3.042  -1.400  -33.126
H  4.735  -1.673  -33.112
H  2.002  -0.460  -31.799
H  2.728  -0.071  -30.232
C  -2.058  -8.198  -29.104
O  -1.706  -9.088  -29.842
N  -1.294  -7.201  -28.998
N  -3.218  -7.991  -28.506
H  -0.400  -7.169  -29.468
H  -1.691  -6.342  -28.645
H  -3.416  -7.063  -28.161
H  -3.845  -8.758  -28.311
C  4.765  -5.557  -33.691
O  5.861  -6.008  -33.747
N  4.448  -4.575  -32.887
N  3.865  -5.699  -34.650
H  5.113  -4.380  -32.152
H  3.484  -4.352  -32.684
H  2.976  -5.236  -34.524
H  4.063  -6.266  -35.462
C  -2.199  -0.821  -31.068
O  -2.216  0.368  -31.213
N  -3.025  -1.720  -31.457
N  -1.283  -1.358  -30.323
H  -3.745  -1.496  -32.129
H  -2.936  -2.688  -31.181
H  -1.007  -0.634  -29.675
H  -0.724  -2.104  -30.712
C  7.548  -3.728  -31.479
O  6.687  -4.471  -31.022
N  8.769  -4.031  -31.950
N  7.276  -2.492  -31.672
H  9.422  -3.311  -32.227
H  9.009  -5.009  -32.030
H  7.954  -1.828  -32.017
H  6.424  -2.167  -31.237
C  -2.406  -4.532  -26.849
O  -1.371  -4.966  -26.339
N  -2.400  -3.667  -27.782
N  -3.654  -4.774  -26.450
H  -1.463  -3.322  -27.937
H  -3.221  -3.298  -28.240
H  -4.390  -4.338  -26.987
H  -3.788  -5.335  -25.620
C  -4.308  -4.632  -33.159
O  -5.084  -4.102  -32.397
N  -4.583  -4.803  -34.381
N  -3.079  -4.846  -32.950
H  -5.570  -4.700  -34.571
H  -3.865  -5.270  -34.915
H  -2.644  -4.794  -32.039
H  -2.523  -4.915  -33.790
C  -5.815  -4.044  -28.954
O  -6.453  -4.235  -27.922
N  -5.201  -2.878  -29.291
N  -5.501  -4.943  -29.739
H  -5.412  -2.107  -28.674
H  -4.887  -2.915  -30.250
H  -5.857  -5.877  -29.592
H  -5.155  -4.754  -30.669
C  4.778  -4.835  -28.209
O  3.961  -4.870  -27.262
N  4.540  -4.208  -29.333
N  5.981  -5.340  -28.197
H  5.320  -4.269  -29.971
H  3.629  -3.885  -29.625
H  6.459  -5.850  -27.468
H  6.553  -5.035  -28.972
C  4.013  -8.922  -27.401
O  3.642  -9.956  -26.814
N  4.537  -7.856  -26.862
N  3.722  -8.673  -28.625
H  4.431  -6.990  -27.371
H  4.744  -7.790  -25.876
H  3.945  -7.724  -28.888
H  3.196  -9.331  -29.182
C  1.146  0.925  -28.261
O  2.277  0.528  -28.078
N  0.811  2.045  -28.820
N  0.111  0.242  -27.995
H  1.537  2.680  -29.121
H  -0.149  2.158  -29.111
H  0.298  -0.702  -27.689
H  -0.653  0.723  -27.541
C  -1.039  -5.493  -36.086
O  -1.885  -5.928  -35.256
N  -1.319  -5.093  -37.253
N  0.245  -5.343  -35.873
H  -2.216  -5.034  -37.713
H  -0.576  -4.745  -37.842
H  0.783  -4.993  -36.653
H  0.599  -5.585  -34.958
C  2.301  -4.411  -38.350
O  1.136  -4.182  -38.257
N  2.859  -5.082  -39.351
N  3.123  -4.229  -37.369
H  3.844  -5.219  -39.528
H  2.237  -5.379  -40.089
H  4.031  -4.652  -37.500
H  2.818  -3.714  -36.556
C  1.242  -2.827  -27.150
O  0.270  -2.169  -26.813
N  1.228  -4.126  -27.272
N  2.391  -2.323  -27.362
H  0.469  -4.783  -27.159
H  2.011  -4.677  -27.591
H  3.035  -2.917  -27.865
H  2.358  -1.322  -27.494
C  -5.675  -8.310  -30.882
O  -5.974  -8.073  -29.686
N  -6.087  -9.376  -31.474
N  -4.767  -7.775  -31.632
H  -6.613  -10.028  -30.909
H  -6.226  -9.394  -32.474
H  -4.379  -6.886  -31.349
H  -4.792  -7.912  -32.633
C  0.945  -6.896  -24.614
O  1.727  -7.399  -23.828
N  0.300  -5.789  -24.458
N  0.566  -7.407  -25.758
H  -0.276  -5.468  -25.223
H  0.688  -5.235  -23.708
H  -0.378  -7.101  -25.946
H  0.914  -8.318  -26.022

# 2
Molecular formula: C18H8AsI2N2OReS4
Method: DFT, ωB97M-V/def2-TZVPD

Results
energy above the lowest of the compared OMol25 structures with the same formula, charge and spin = 16.7 kcal/mol
total energy = -146314.82894 eV
charge = +2
frontier orbital gap (spin up / spin down) = 3.56 / 3.56 eV

Positions of all 37 atoms, in Å:
Re  0.157  0.206  -0.015
I  1.777  3.871  -3.149
C  0.909  2.074  -3.673
C  0.713  1.730  -5.031
C  0.137  0.541  -5.387
I  -0.116  0.117  -7.402
C  -0.279  -0.388  -4.385
C  -0.882  -1.631  -4.611
C  -1.234  -2.419  -3.540
C  -0.987  -1.981  -2.247
N  -0.411  -0.809  -1.975
C  -0.068  -0.025  -3.044
C  0.513  1.190  -2.710
O  0.637  1.392  -1.382
H  1.027  2.426  -5.796
H  -1.070  -1.964  -5.624
H  -1.705  -3.380  -3.690
H  -1.270  -2.605  -1.414
S  -3.254  -3.654  2.627
As  -1.831  -4.228  4.091
S  -0.674  -1.781  0.764
S  -0.103  -0.494  2.202
S  -1.663  -5.066  2.147
N  3.591  8.086  5.083
C  3.208  7.167  4.511
C  2.732  6.013  3.790
C  2.012  6.188  2.610
C  1.572  5.085  1.908
C  1.827  3.798  2.400
C  2.536  3.630  3.595
C  2.998  4.735  4.279
C  1.361  2.668  1.679
C  0.938  1.708  1.044
H  1.805  7.187  2.252
H  1.017  5.204  0.987
H  2.731  2.635  3.969
H  3.557  4.620  5.197

# 3
Molecular formula: C18H9BaF6IN4O8S4
Method: DFT, ωB97M-V/def2-TZVPD

Results
energy above the lowest of the compared OMol25 structures with the same formula, charge and spin = 100.8 kcal/mol
total energy = -109595.25872 eV
charge = -2
frontier orbital gap = 5.36 eV

Positions of all 51 atoms, in Å:
Ba  0.572  0.619  -1.118
O  -1.548  0.550  3.056
C  -1.279  0.463  1.733
O  -0.981  1.444  1.092
C  -1.855  -0.795  1.113
C  -2.920  -1.447  1.705
C  -3.545  -2.458  0.987
C  -3.083  -2.793  -0.273
C  -1.962  -2.131  -0.757
N  -1.373  -1.151  -0.082
C  -1.263  -2.527  -2.062
O  -2.209  -3.231  -2.866
O  -0.811  -1.438  -2.759
H  -1.134  1.384  3.336
H  -3.254  -1.147  2.688
H  -4.393  -2.984  1.413
H  -3.547  -3.563  -0.873
H  -2.114  -2.776  -3.713
S  2.216  2.581  0.572
C  2.019  2.168  2.248
C  2.307  3.165  3.207
C  2.214  2.968  4.574
C  2.542  4.051  5.478
N  2.806  4.913  6.197
C  1.805  1.718  5.062
C  1.521  0.716  4.144
C  1.625  0.882  2.752
S  1.216  -0.494  1.756
C  1.673  1.462  6.479
N  1.571  1.256  7.608
H  2.622  4.134  2.839
H  1.209  -0.255  4.510
F  -0.426  2.669  -5.073
C  -0.855  2.598  -3.812
F  -2.035  3.212  -3.725
F  0.014  3.226  -3.019
S  -1.087  0.846  -3.321
O  -1.527  1.027  -1.947
O  -2.014  0.405  -4.318
N  0.463  0.509  -3.444
S  1.190  -0.915  -3.310
O  1.546  -1.240  -1.926
O  1.163  -1.901  -4.357
C  2.835  -0.144  -3.758
F  3.744  -1.120  -3.817
F  3.285  0.778  -2.885
F  2.773  0.437  -4.960
I  -0.660  -5.475  -1.158
C  -0.090  -3.486  -1.725
H  0.539  -3.599  -2.602
H  0.494  -3.112  -0.890

# 4
Molecular formula: C19H11Br4I2IrN2O3
Method: DFT, ωB97M-V/def2-TZVPD

Results
total energy = -328204.67284 eV
spin multiplicity = 6
charge = +1
frontier orbital gap (spin up / spin down) = 7.78 / 4.85 eV

Positions of all 42 atoms, in Å:
Ir  -0.021  -0.636  -0.662
I  5.621  4.747  -1.114
C  4.394  3.097  -1.067
C  4.922  1.856  -0.698
C  4.101  0.759  -0.683
I  4.811  -1.092  -0.111
C  2.705  0.878  -1.054
O  1.971  -0.143  -1.052
C  2.184  2.181  -1.403
C  0.748  2.347  -1.824
N  -0.212  1.772  -0.864
C  -1.595  2.148  -1.179
C  -2.594  1.030  -0.975
C  -3.949  1.302  -0.910
C  -4.846  0.255  -0.798
C  -4.365  -1.046  -0.756
C  -3.003  -1.246  -0.817
N  -2.139  -0.223  -0.924
C  3.029  3.250  -1.403
H  5.963  1.763  -0.422
H  0.588  1.854  -2.786
H  0.556  3.414  -1.970
H  0.022  2.073  0.077
H  -1.641  2.436  -2.231
H  -1.912  3.019  -0.603
H  -4.293  2.328  -0.947
H  -5.908  0.451  -0.744
H  -5.031  -1.893  -0.671
H  -2.566  -2.236  -0.778
H  2.656  4.231  -1.668
Br  -0.025  -6.228  3.702
C  -0.019  -4.491  3.012
C  0.101  -3.371  3.916
Br  0.237  -3.681  5.754
C  0.107  -2.092  3.436
Br  0.260  -0.579  4.536
C  -0.006  -1.844  2.038
O  0.000  -0.671  1.553
C  -0.140  -2.979  1.124
O  -0.268  -2.755  -0.126
C  -0.135  -4.293  1.663
Br  -0.306  -5.692  0.424

# 5
Molecular formula: C19H11F15N3Na
Method: DFT, ωB97M-V/def2-TZVPD

Results
energy above the lowest of the compared OMol25 structures with the same formula, charge and spin = 22.6 kcal/mol
total energy = -69529.02525 eV
charge = -2
frontier orbital gap = 5.11 eV

Positions of all 49 atoms, in Å:
Na  -0.080  0.031  0.969
C  -0.437  3.778  0.997
N  -0.070  2.584  0.263
C  -0.928  2.400  -0.914
C  -2.403  2.205  -0.572
N  -2.710  1.035  0.219
C  -3.265  -0.010  -0.412
C  -3.277  -0.344  -1.790
F  -2.533  0.382  -2.678
C  -3.883  -1.475  -2.312
F  -3.827  -1.703  -3.646
C  -4.526  -2.379  -1.504
F  -5.151  -3.472  -2.014
C  -4.525  -2.123  -0.139
F  -5.141  -2.997  0.689
C  -3.932  -1.001  0.371
F  -3.966  -0.844  1.711
C  1.345  2.619  -0.119
C  2.280  2.301  1.051
N  2.204  0.932  1.522
C  3.055  0.038  0.995
C  3.920  0.135  -0.128
F  3.901  1.242  -0.930
C  4.778  -0.873  -0.539
F  5.546  -0.681  -1.638
C  4.859  -2.068  0.132
F  5.702  -3.052  -0.268
C  4.038  -2.229  1.240
F  4.116  -3.375  1.945
C  3.185  -1.232  1.641
F  2.457  -1.458  2.751
H  0.284  3.964  1.792
H  -1.417  3.669  1.459
H  -0.457  4.663  0.334
H  -0.571  1.520  -1.458
H  -0.817  3.269  -1.596
H  -2.961  2.272  -1.514
H  -2.720  3.091  -0.004
H  1.593  3.600  -0.573
H  1.501  1.869  -0.897
H  1.988  2.944  1.890
H  3.293  2.621  0.781
F  -0.379  -1.888  1.714
C  -0.743  -2.336  0.373
F  0.171  -1.494  -0.406
C  -0.034  -3.678  0.319
F  -0.134  -4.217  -0.912
F  1.290  -3.692  0.621
F  -0.616  -4.540  1.181

# 6
Molecular formula: C19H11F5N4S2Sr
Method: DFT, ωB97M-V/def2-TZVPD

Results
energy above the lowest of the compared OMol25 structures with the same formula, charge and spin = 7.1 kcal/mol
total energy = -61934.36685 eV
charge = 0
frontier orbital gap (spin up / spin down) = 5.83 / 5.83 eV

Positions of all 42 atoms, in Å:
Sr  -0.974  -0.162  -0.457
S  -0.654  2.545  -0.549
C  0.978  2.144  -1.096
N  1.824  3.133  -1.238
N  3.029  2.968  -1.733
C  3.976  4.007  -1.649
C  3.741  5.153  -0.895
C  4.708  6.144  -0.849
C  5.905  6.002  -1.541
C  6.129  4.857  -2.290
C  5.168  3.861  -2.350
N  1.283  0.785  -1.255
N  2.350  0.478  -1.854
C  2.713  -0.894  -1.877
C  2.034  -1.936  -1.244
C  2.481  -3.238  -1.365
C  3.622  -3.520  -2.107
C  4.315  -2.488  -2.725
C  3.861  -1.183  -2.611
H  3.297  2.047  -2.062
H  2.804  5.247  -0.364
H  4.526  7.035  -0.260
H  6.658  6.778  -1.492
H  7.055  4.742  -2.840
H  5.333  2.970  -2.948
H  1.170  -1.757  -0.629
H  1.935  -4.033  -0.871
H  3.973  -4.540  -2.196
H  5.208  -2.699  -3.299
H  4.388  -0.367  -3.090
F  -2.064  -3.651  5.805
C  -1.909  -3.484  4.493
C  -1.254  -2.376  4.003
F  -0.768  -1.460  4.843
C  -1.104  -2.225  2.639
F  -0.448  -1.107  2.222
C  -1.582  -3.131  1.704
S  -1.366  -2.966  -0.024
C  -2.243  -4.238  2.243
F  -2.745  -5.170  1.434
C  -2.406  -4.418  3.603
F  -3.043  -5.492  4.068

# 7
Molecular formula: C19H12BClF5N4O2Pt
Method: DFT, ωB97M-V/def2-TZVPD

Results
energy above the lowest of the compared OMol25 structures with the same formula, charge and spin = 60.5 kcal/mol
total energy = -59986.82843 eV
charge = -1
frontier orbital gap = 3.91 eV

Positions of all 45 atoms, in Å:
Pt  -0.142  -0.693  -0.422
B  -0.197  -3.316  -2.860
N  -0.657  -1.886  -3.190
C  -1.041  -1.522  -4.417
C  -1.481  -0.212  -4.374
C  -1.325  0.160  -3.046
N  -0.830  -0.869  -2.354
N  0.280  -3.503  -1.403
C  0.711  -4.705  -1.014
C  1.136  -4.625  0.296
C  0.923  -3.300  0.643
N  0.404  -2.636  -0.398
H  0.730  -3.571  -3.571
H  -1.129  -4.051  -3.022
H  -0.984  -2.209  -5.235
H  -1.856  0.388  -5.180
H  -1.543  1.099  -2.576
H  0.685  -5.540  -1.682
H  1.542  -5.402  0.909
H  1.127  -2.819  1.576
F  2.716  0.161  0.681
C  1.924  -0.330  1.661
C  0.481  -0.098  1.496
C  -0.298  -0.756  2.559
F  -1.643  -0.656  2.473
C  0.264  -1.375  3.646
F  -0.497  -1.902  4.630
C  1.659  -1.462  3.766
F  2.205  -2.055  4.849
C  2.478  -0.955  2.745
F  3.817  -1.097  2.851
Cl  -1.258  7.797  0.995
C  -0.962  6.090  0.845
C  -1.338  5.427  -0.323
C  -1.130  4.079  -0.435
C  -0.542  3.341  0.632
C  -0.144  4.057  1.797
C  -0.355  5.405  1.898
C  -0.349  1.955  0.534
O  0.259  1.339  1.582
O  -0.706  1.251  -0.486
H  -1.790  5.983  -1.133
H  -1.407  3.557  -1.337
H  0.323  3.512  2.603
H  -0.061  5.944  2.787

# 8
Molecular formula: C19H12Cl2FN4O7Pd
Method: DFT, ωB97M-V/def2-TZVPD

Results
total energy = -71437.59917 eV
charge = -1
frontier orbital gap (spin up / spin down) = 6.82 / 6.82 eV

Positions of all 46 atoms, in Å:
Pd  -0.557  0.373  -0.090
Cl  -5.462  1.061  1.575
C  -4.550  -0.421  1.586
C  -5.155  -1.567  2.102
C  -4.495  -2.765  2.130
Cl  -5.298  -4.175  2.783
C  -3.177  -2.861  1.635
C  -2.416  -4.050  1.606
C  -1.147  -4.037  1.101
C  -0.618  -2.826  0.625
N  -1.305  -1.713  0.648
C  -2.563  -1.691  1.123
C  -3.246  -0.400  1.066
O  -2.700  0.638  0.586
H  -6.166  -1.498  2.482
H  -2.856  -4.964  1.983
H  -0.550  -4.938  1.061
H  0.384  -2.774  0.217
O  0.093  2.053  -2.228
C  -0.493  1.105  -2.720
C  -0.757  0.861  -4.196
C  -1.698  -0.339  -4.186
C  -1.652  -0.858  -2.746
O  -2.140  -1.898  -2.368
N  -0.984  0.064  -1.982
H  0.200  0.632  -4.669
H  -1.154  1.758  -4.667
H  -1.434  -1.137  -4.878
H  -2.732  -0.054  -4.386
F  6.292  0.580  -0.538
C  5.504  1.534  -0.019
C  4.462  1.220  0.755
N  3.650  2.176  1.318
C  2.498  1.770  2.106
C  1.465  1.003  1.285
O  0.277  0.926  1.719
O  1.833  0.511  0.200
C  3.844  3.521  1.071
O  3.155  4.403  1.536
N  4.929  3.796  0.257
C  5.820  2.912  -0.345
O  6.734  3.303  -1.036
H  4.210  0.193  0.969
H  2.046  2.662  2.528
H  2.830  1.137  2.933
H  5.075  4.776  0.065

Which formula does entry 3 have? C18H9BaF6IN4O8S4

What is the charge in the third record? -2

Copy entry 7 word for word.
Molecular formula: C19H12BClF5N4O2Pt
Method: DFT, ωB97M-V/def2-TZVPD

Results
energy above the lowest of the compared OMol25 structures with the same formula, charge and spin = 60.5 kcal/mol
total energy = -59986.82843 eV
charge = -1
frontier orbital gap = 3.91 eV

Positions of all 45 atoms, in Å:
Pt  -0.142  -0.693  -0.422
B  -0.197  -3.316  -2.860
N  -0.657  -1.886  -3.190
C  -1.041  -1.522  -4.417
C  -1.481  -0.212  -4.374
C  -1.325  0.160  -3.046
N  -0.830  -0.869  -2.354
N  0.280  -3.503  -1.403
C  0.711  -4.705  -1.014
C  1.136  -4.625  0.296
C  0.923  -3.300  0.643
N  0.404  -2.636  -0.398
H  0.730  -3.571  -3.571
H  -1.129  -4.051  -3.022
H  -0.984  -2.209  -5.235
H  -1.856  0.388  -5.180
H  -1.543  1.099  -2.576
H  0.685  -5.540  -1.682
H  1.542  -5.402  0.909
H  1.127  -2.819  1.576
F  2.716  0.161  0.681
C  1.924  -0.330  1.661
C  0.481  -0.098  1.496
C  -0.298  -0.756  2.559
F  -1.643  -0.656  2.473
C  0.264  -1.375  3.646
F  -0.497  -1.902  4.630
C  1.659  -1.462  3.766
F  2.205  -2.055  4.849
C  2.478  -0.955  2.745
F  3.817  -1.097  2.851
Cl  -1.258  7.797  0.995
C  -0.962  6.090  0.845
C  -1.338  5.427  -0.323
C  -1.130  4.079  -0.435
C  -0.542  3.341  0.632
C  -0.144  4.057  1.797
C  -0.355  5.405  1.898
C  -0.349  1.955  0.534
O  0.259  1.339  1.582
O  -0.706  1.251  -0.486
H  -1.790  5.983  -1.133
H  -1.407  3.557  -1.337
H  0.323  3.512  2.603
H  -0.061  5.944  2.787